No. 1
103
Properties=species:S:1:pos:R:3 method="wB97M-V/def2-TZVPD" e_homo_ev=-12.30 total_charge=+2 homo_lumo_gap_ev=4.19 de_lowest_ev=1.414
Ce 0.81558 0.27754 -0.00665
C 0.19223 -4.29057 -3.72261
N -0.03896 -3.44139 -2.58975
C 0.21473 -2.13456 -2.45714
N -0.24261 -1.70712 -1.28668
C -0.76809 -2.82943 -0.73060
N -0.66073 -3.88288 -1.49820
C -0.76218 -4.03645 -4.87320
C -0.76993 -4.93518 -5.93617
C -1.57510 -4.71352 -7.04056
C -2.37709 -3.58972 -7.10808
C -2.38331 -2.69346 -6.04208
C -1.58470 -2.92551 -4.92249
C -3.19898 -1.50148 -6.10349
N -3.71889 -0.95248 -7.16271
N -4.35805 0.15169 -6.76890
C -4.22258 0.24161 -5.47998
O -3.48564 -0.78603 -4.98912
C -4.74164 1.26602 -4.60201
C -5.24274 2.45826 -5.12190
C -5.72448 3.42411 -4.25909
C -5.68699 3.22401 -2.88676
C -5.18348 2.03946 -2.36411
C -5.15300 1.80687 -0.87499
N -3.94716 1.14376 -0.44235
C -2.67760 1.35385 -0.80635
N -1.87026 0.56924 -0.10277
C -2.73209 -0.12261 0.69122
N -3.98255 0.20696 0.50047
C -4.72452 1.05558 -3.22574
H 0.08949 -5.32220 -3.37672
H 1.21807 -4.13639 -4.07490
H 0.72274 -1.53085 -3.18824
H -1.21685 -2.86058 0.24514
H -0.13523 -5.80764 -5.89817
H -1.57023 -5.42006 -7.85520
H -2.99720 -3.38980 -7.96679
H -1.61142 -2.21325 -4.11076
H -5.24299 2.60713 -6.18967
H -6.12745 4.34233 -4.65723
H -6.05519 3.99392 -2.22293
H -5.98305 1.16554 -0.56402
H -5.25012 2.76064 -0.34644
H -2.37181 2.04623 -1.56506
H -2.42099 -0.85729 1.41013
H -4.36034 0.11600 -2.83713
O 3.34765 0.03427 -3.46480
C 2.47039 0.37664 -2.76102
N 1.53688 0.72481 -2.11698
C -0.14726 4.46325 2.97253
C -0.69853 3.03605 3.01423
C -2.21433 3.02151 2.75137
C -0.39527 2.39373 4.36706
N 0.02968 2.23490 2.01551
N -0.10464 2.70032 0.65856
H -0.52825 5.04130 3.80911
H -0.42753 4.97609 2.05381
H 0.93725 4.43115 3.03855
H -2.75284 3.43683 3.59834
H -2.55772 1.99894 2.59793
H -2.47862 3.61523 1.87566
H -0.90182 2.92481 5.16784
H 0.67451 2.41210 4.55278
H -0.72201 1.35722 4.38034
H -0.30124 1.26108 2.08491
H 0.58146 3.44868 0.51732
H -1.03595 3.10820 0.50702
C 2.85605 -6.48889 4.65383
C 2.43379 -5.21569 3.99107
C 2.64928 -3.99398 4.62308
C 2.30940 -2.80670 4.00117
C 1.74630 -2.83967 2.74151
C 1.49215 -4.03894 2.10171
C 1.83255 -5.22307 2.73194
S 1.50259 -1.31631 1.88635
O 2.15403 -0.21375 2.57506
O 0.05661 -0.99339 1.74146
O 2.03216 -1.48607 0.52444
H 3.64165 -6.30200 5.38158
H 3.22187 -7.20522 3.92277
H 2.01212 -6.93845 5.17619
H 3.10468 -3.96988 5.60126
H 2.48164 -1.84611 4.45731
H 1.06048 -4.03507 1.11276
H 1.63783 -6.16455 2.23918
N 2.64173 1.81092 0.62645
C 3.35334 2.34078 1.37320
N 4.07618 2.94106 2.24896
C 3.88339 2.60742 3.65334
C 5.21089 2.17108 4.26740
C 6.28050 3.23456 4.02949
C 6.43873 3.49191 2.53344
C 5.09918 3.92628 1.94141
H 3.14458 1.80308 3.71145
H 3.50184 3.49542 4.17561
H 5.51785 1.22787 3.81308
H 5.07278 2.00441 5.33576
H 7.22752 2.91222 4.46315
H 5.99013 4.16436 4.52273
H 6.77961 2.58407 2.03432
H 7.18004 4.27195 2.35730
H 5.17000 4.03754 0.85883
H 4.79816 4.88540 2.38207

No. 2
17
Properties=species:S:1:pos:R:3 method="wB97M-V/def2-TZVPD" e_homo_ev="-7.73 / -7.12" homo_lumo_gap_ev="6.65 / 6.63" de_lowest_ev=4.178
C 1.30523 0.12889 1.17352
C 0.93026 -0.76583 0.20280
C 0.76378 1.37732 0.86659
C 0.16114 -0.06790 -0.77552
C -0.22974 -0.44811 -1.98597
C -0.84386 2.04793 -0.93741
N 0.06046 1.25132 -0.23442
O -0.23342 -2.97308 2.48491
O -2.07814 -1.86389 1.46421
S -0.85672 -2.58542 1.23005
H 1.84947 0.03762 2.06572
H 1.53056 -1.68768 0.19258
H 0.91015 2.34267 1.36693
H -0.63347 0.20781 -2.74160
H -0.21285 -1.49320 -2.15137
H -0.85634 3.05176 -0.71071
H -1.56651 1.43980 -1.51031